# 1
ORCA calculation (ωB97M-V/def2-TZVPD) on 9 unconnected molecules or ions with the total composition C6H30N2O8 in a non-equilibrium geometry.

## Properties
SMILES: [H]/N=C/NCCCCC.O.O.O.O.O.O.O.O
Energy relative to the best compared isomer or geometry (same formula, charge and spin), eV: 0.398
Orbital gap, eV: 9.22
E_HOMO, Eh: -0.326
LUMO level, hartree: 0.0132
Calculated total energy, Eh: -958.0400

Each line ends with the Löwdin charge.
Geometry (Å):
C: -2.49461 2.38041 -0.49401  -0.087
C: -1.33960 1.71024 0.26186  -0.241
C: -1.84291 0.55062 1.11540  -0.206
C: -2.30065 -0.71889 0.34993  -0.172
C: -1.35754 -1.24382 -0.71285  -0.193
N: -0.14321 -1.74207 -0.05075  0.008
C: 0.45657 -2.90353 -0.42007  -0.312
N: 1.37462 -3.45115 0.27115  0.059
H: -2.62672 2.05945 -1.51661  0.048
H: -2.45329 3.47373 -0.55306  0.067
H: -3.39980 2.22234 0.09403  0.073
H: -0.79340 2.37804 0.91787  0.094
H: -0.58933 1.38180 -0.44125  0.073
H: -2.64151 0.83702 1.78734  0.110
H: -1.03390 0.23640 1.77748  0.062
H: -2.34106 -1.47628 1.12642  0.106
H: -3.32197 -0.58412 0.00044  0.106
H: -1.73858 -2.08912 -1.24692  0.108
H: -1.20651 -0.51726 -1.50532  0.078
H: 0.27498 -1.22568 0.70621  0.100
H: 0.04811 -3.38473 -1.31256  0.128
H: 1.74973 -4.33273 -0.03751  0.031
H: 0.57298 0.22015 4.35533  0.068
H: 0.69109 -0.53754 2.97874  0.018
O: 0.45401 0.29964 3.40318  -0.065
H: 2.22668 1.14698 0.61978  0.022
H: 1.67780 -0.12841 -0.24463  0.040
O: 2.38437 0.51781 -0.11495  -0.067
H: 1.93886 1.22617 -1.79257  0.016
H: 0.95445 2.33168 -2.23556  0.055
O: 1.33732 1.49191 -2.51246  -0.062
H: 1.07422 1.90067 2.60917  0.030
H: 2.53548 1.82682 2.45406  0.052
O: 1.77216 2.20227 1.99305  -0.066
H: 4.14505 -0.54157 0.22186  0.022
H: 4.19449 0.07945 1.59554  0.007
O: 4.69708 -0.49226 1.01383  -0.059
H: 3.13312 -1.70308 2.28055  0.020
H: 2.03804 -2.71972 2.58587  0.030
O: 2.29084 -1.80194 2.74524  -0.074
H: 0.31268 0.59129 -3.79074  0.014
H: -0.49360 -0.06843 -4.84780  0.051
O: -0.50691 0.06525 -3.89012  -0.076
H: -2.48636 0.43079 -3.30237  0.003
H: -4.01976 0.17984 -3.33859  0.041
O: -3.20351 -0.07845 -2.90366  -0.061

Force components x, y, z for each atom (eV/Å):
C -0.1 0.9 0.6
C -0.6 0.1 0.0
C 1.0 -1.0 -0.6
C -0.3 0.3 0.7
C 0.3 0.3 0.4
N 0.2 0.3 -0.9
C 0.1 -0.8 0.3
N 0.4 0.6 0.9
H -0.1 -0.5 -0.1
H 0.5 0.0 0.1
H -0.3 -0.3 -0.3
H -0.2 0.5 0.1
H 0.3 -0.4 -0.3
H -0.3 0.3 0.1
H 0.0 0.1 0.0
H -0.3 -0.4 0.1
H 0.1 0.0 -0.5
H -0.7 -0.5 -0.1
H 0.6 0.3 0.1
H -0.1 -0.2 0.2
H -0.2 0.3 -0.1
H -0.3 0.0 -0.6
H 0.1 -0.4 -0.2
H 0.5 -0.1 0.5
O -0.4 0.4 0.2
H -0.9 -0.4 -0.2
H -0.1 0.3 0.5
O 0.6 0.0 -0.7
H -0.1 0.1 0.0
H 0.1 -0.1 0.0
O 0.2 0.2 -0.1
H -0.1 -0.2 -0.5
H 0.1 0.3 0.0
O 0.3 -0.1 0.5
H -0.1 0.2 0.1
H 0.0 0.2 0.0
O 0.2 -0.5 0.1
H 0.0 0.0 -0.2
H -0.1 0.0 -0.4
O 0.0 0.1 0.3
H -0.3 -0.1 0.8
H -0.4 -0.3 0.1
O 0.6 0.4 -0.9
H 0.1 -0.2 -0.2
H 0.1 0.1 -0.1
O -0.2 -0.1 0.1


# 2
ORCA calculation (ωB97M-V/def2-TZVPD) on C5H8N2 in the gas phase in a non-equilibrium geometry.

## Properties
Energy relative to the best compared isomer or geometry (same formula, charge and spin), eV: 6.075
Orbital gap, eV: 7.77
E_HOMO, Eh: -0.278
LUMO level, hartree: 0.0072
Calculated total energy, Eh: -304.6123

Each line ends with the Löwdin charge.
Geometry (Å):
C: 2.31757 -1.34987 -0.82638  -0.159
C: 1.06634 -0.62253 -0.35780  -0.090
C: -0.12810 -0.98508 -0.82114  -0.204
N: -1.23621 -0.22380 -0.35918  0.025
C: -1.02183 0.78576 0.52858  -0.528
N: -2.03556 1.63870 1.05883  0.075
C: 0.03001 1.27450 1.10029  0.224
H: 3.00253 -0.68094 -1.36077  0.057
H: 2.88473 -1.77763 0.00791  0.056
H: 2.10681 -2.19171 -1.52180  0.069
H: -0.39060 -1.78895 -1.53841  0.116
H: -2.19338 -0.45111 -0.55821  0.129
H: -2.51481 1.39891 1.90445  0.084
H: -2.28370 2.48059 0.57574  0.086
H: 0.36127 2.06067 1.77304  0.062

Force components x, y, z for each atom (eV/Å):
C 0.1 0.3 0.2
C -0.3 0.1 0.0
C -0.2 0.8 0.6
N -0.3 0.4 0.3
C -1.1 0.9 0.5
N -1.3 -0.5 -0.6
C 3.2 -2.3 -1.4
H -0.1 0.0 0.1
H -0.1 0.1 0.0
H -0.2 0.4 0.3
H 0.3 0.5 0.5
H 0.0 -0.1 -0.1
H -0.1 0.0 0.0
H -0.1 -0.1 0.0
H 0.2 -0.6 -0.5


# 3
ORCA calculation (ωB97M-V/def2-TZVPD) on 2 unconnected molecules or ions with the total composition C3H9N3O in a non-equilibrium geometry.

## Properties
Energy relative to the best compared isomer or geometry (same formula, charge and spin), eV: 6.909
Orbital gap (spin up / spin down), eV: 7.10 / 9.55
E_HOMO (spin up / spin down), Eh: -0.247 / -0.324
LUMO level (spin up / spin down), hartree: 0.0141 / 0.0269
Calculated total energy, Eh: -358.9905

Each line ends with the Löwdin charge.
Geometry (Å):
C: -0.46706 -0.72618 0.39792  -0.201
C: 1.93436 -0.95783 0.14339  -0.048
C: 0.53875 0.66207 -1.15008  -0.056
N: -1.17881 -1.57607 0.98826  0.117
N: 0.69213 -0.33417 -0.08254  -0.212
N: -2.63355 0.80175 -0.50673  -0.005
O: -3.35371 -0.23821 0.19501  -0.196
H: 1.95163 -1.96862 -0.25635  0.099
H: 2.62251 -0.28511 -0.23866  0.064
H: 2.01840 -1.10031 1.19683  0.089
H: 1.50543 1.08808 -1.44959  0.092
H: 0.01005 0.30851 -1.96508  0.049
H: -0.13018 1.47284 -0.82306  0.078
H: -2.21411 -1.54840 0.93860  0.038
H: -3.38097 0.12943 1.04929  0.045
H: -2.61568 0.61990 -1.56815  0.047

Force components x, y, z for each atom (eV/Å):
C -3.3 -1.3 0.3
C -0.9 -1.8 0.9
C 0.7 1.7 1.5
N 2.4 1.0 -0.6
N -2.3 1.2 -0.4
N 0.4 -0.8 0.2
O 0.4 0.4 -3.5
H 0.4 0.0 -0.6
H 2.0 0.7 -0.6
H 0.6 0.1 0.9
H -0.2 -0.3 0.1
H -0.6 -1.3 -1.9
H 0.5 -0.1 0.4
H 0.7 0.4 -0.2
H -0.1 0.9 1.7
H -0.6 -0.8 2.0


# 4
ORCA calculation (ωB97M-V/def2-TZVPD) on a molecular structure, C12H19KO6PS in a non-equilibrium geometry.

## Properties
Total charge: +1
Energy relative to the best compared isomer or geometry (same formula, charge and spin), eV: 7.074
Orbital gap, eV: 4.81
E_HOMO, Eh: -0.372
LUMO level, hartree: -0.1954
Calculated total energy, Eh: -2258.9412

Each line ends with the Löwdin charge.
Geometry (Å):
C: -0.51549 -3.63961 5.74775  0.092
C: -1.71952 -2.78746 5.55119  -0.091
C: -2.24434 -2.21237 4.08127  -0.245
O: -3.57761 -1.95359 3.99380  -0.235
O: -1.28428 -1.97597 2.98351  -0.079
C: -1.90773 -2.21057 1.65922  -0.162
C: -0.83729 -2.84748 0.54786  -0.158
C: 0.15801 -1.70052 -0.10695  -0.198
C: -0.31745 -1.24004 -1.64293  -0.191
C: -0.08156 0.39821 -1.88483  -0.183
C: 1.41748 0.53158 -2.54646  -0.086
C: 1.93003 2.06808 -2.79439  -0.400
O: 2.67096 2.03583 -4.06483  -0.025
O: 2.66271 2.36729 -1.53272  -0.011
C: 1.68563 3.04115 -0.61519  -0.222
O: 1.82596 3.16612 0.73382  0.014
O: 0.47803 3.52511 -1.36215  -0.084
C: 0.86593 3.31444 -2.77633  -0.356
P: 1.52179 5.09261 -3.22454  0.383
S: 3.38824 5.37082 -2.74612  0.148
H: -0.53031 -4.81101 5.92923  0.116
H: 0.53097 -3.09446 5.77659  0.116
H: -2.37451 -2.54036 6.51107  0.052
H: -2.76127 -3.03008 1.76086  0.143
H: -2.33566 -1.16302 1.28980  0.157
H: -1.51968 -3.22443 -0.35246  0.119
H: -0.27482 -3.79756 0.94686  0.121
H: 0.30683 -0.78266 0.60737  0.112
H: 1.23845 -2.18661 -0.23916  0.119
H: 0.37516 -1.75693 -2.46682  0.115
H: -1.42305 -1.57498 -1.83349  0.104
H: -0.11771 0.86293 -0.78642  0.114
H: -0.94041 0.89645 -2.50459  0.116
H: 1.52684 -0.14201 -3.51306  0.137
H: 2.16779 0.05322 -1.75058  0.152
H: 2.22992 2.62967 -4.76795  0.134
H: 0.01620 3.19229 -3.58863  0.151
H: 0.69775 6.07993 -2.51529  0.012
H: 1.41263 5.36892 -4.65975  -0.013
K: -4.34463 -1.32290 6.15542  1.014

Force components x, y, z for each atom (eV/Å):
C -0.8 1.5 -0.3
C 0.9 -0.5 -0.8
C -2.1 2.5 0.1
O 7.7 -1.9 -0.4
O -3.6 -1.9 3.1
C -0.7 -0.7 -2.0
C -0.7 0.8 -0.5
C 1.0 -0.8 -0.6
C 0.5 0.4 -0.2
C 0.2 -0.9 1.0
C -0.2 -0.4 0.7
C -1.1 -0.2 -0.7
O -1.5 1.5 1.1
O -3.2 2.0 1.4
C 0.9 0.2 5.2
O -1.1 -1.0 -10.1
O 3.7 -2.2 0.1
C -0.8 0.1 -1.2
P 1.9 0.5 0.1
S -0.3 0.0 0.1
H -0.3 2.8 1.0
H -1.9 -1.6 -1.8
H 0.8 -1.9 -2.6
H 1.7 2.1 -0.1
H 0.9 -2.4 0.7
H 1.3 0.7 2.1
H -1.1 2.1 -0.5
H -0.5 -1.7 -1.4
H -2.3 1.1 0.4
H -1.7 0.8 2.0
H 2.0 0.8 0.4
H 0.2 -0.7 -2.5
H 1.8 -1.0 1.0
H -0.5 1.8 1.8
H -1.5 1.2 -1.8
H 1.1 -1.1 1.9
H 1.0 -0.3 2.4
H -0.1 -1.3 -0.8
H -0.8 -0.5 1.1
K -0.8 0.5 0.6


# 5
ORCA calculation (ωB97M-V/def2-TZVPD) on C3H4N2O3 in the gas phase in a non-equilibrium geometry.

## Properties
SMILES: [H]/N=C1/OCC(=O)N1O
Energy relative to the best compared isomer or geometry (same formula, charge and spin), eV: 4.286
Orbital gap, eV: 9.97
E_HOMO, Eh: -0.359
LUMO level, hartree: 0.0073
Calculated total energy, Eh: -451.8222

Each line ends with the Löwdin charge.
Geometry (Å):
C: -1.10723 -0.07784 -0.06739  -0.562
C: 0.73407 -1.42826 0.15229  0.005
C: 1.18443 -0.05384 0.09559  -0.375
H: 0.67934 2.25449 -0.32621  0.080
H: -2.47026 1.17990 0.36948  0.156
H: 0.69766 -2.14195 1.06288  0.172
H: 1.40010 -1.81716 -0.81925  0.203
N: -0.02881 0.73710 0.36376  -0.014
N: -2.36980 0.10606 -0.17902  0.143
O: -0.19635 2.02865 -0.08861  0.063
O: -0.72031 -1.30129 -0.28579  0.014
O: 2.19716 0.51417 -0.27774  0.113

Force components x, y, z for each atom (eV/Å):
C -2.7 0.7 0.7
C -0.4 -3.4 -3.0
C -0.5 5.1 0.2
H 1.9 0.9 -0.7
H -0.1 -3.6 -2.4
H 0.7 1.6 -1.5
H -2.0 0.1 2.7
N 0.0 -2.5 -0.5
N 1.0 5.2 2.6
O -0.8 -0.2 0.6
O 3.8 -2.6 0.3
O -1.0 -1.4 0.8


# 6
ORCA calculation (ωB97M-V/def2-TZVPD) on C2H3FNP in the gas phase in a non-equilibrium geometry.

## Properties
SMILES: [H]/N=C1/CP1F
Energy relative to the best compared isomer or geometry (same formula, charge and spin), eV: 0.023
Orbital gap, eV: 9.02
E_HOMO, Eh: -0.323
LUMO level, hartree: 0.0086
Calculated total energy, Eh: -573.9321

Each line ends with the Löwdin charge.
Geometry (Å):
C: -0.44498 -0.38568 0.01563  -0.548
C: 0.15241 0.96043 0.28025  -0.301
N: -1.50166 -0.87219 -0.41059  0.118
F: 2.07224 -0.66770 -0.71129  -0.387
P: 1.28104 -0.46133 0.72989  0.948
H: 0.31128 1.67942 -0.45746  0.051
H: -0.20946 1.59320 1.10388  0.077
H: -1.66086 -1.84615 -0.55031  0.043

Force components x, y, z for each atom (eV/Å):
C 1.0 0.7 0.9
C -0.9 -0.9 1.4
N -0.8 1.4 -0.6
F -0.3 0.2 0.9
P -0.1 -0.1 -1.5
H 0.6 0.5 -1.9
H 0.0 -0.8 0.3
H 0.6 -0.9 0.3


# 7
ORCA calculation (ωB97M-V/def2-TZVPD) on a molecular structure, C2H4N2O2 in a non-equilibrium geometry.

## Properties
Energy relative to the best compared isomer or geometry (same formula, charge and spin), eV: 4.799
<S²>: 2.008
Orbital gap (spin up / spin down), eV: 7.50 / 9.55
E_HOMO (spin up / spin down), Eh: -0.234 / -0.410
LUMO level (spin up / spin down), hartree: 0.0416 / -0.0587
Calculated total energy, Eh: -338.2813
2S+1: 3

Each line ends with the Löwdin charge.
Geometry (Å):
C: 1.83187 0.20597 0.64694  -0.263
C: -1.90083 -0.10104 -0.50182  -0.124
N: 0.09434 -0.36520 0.42141  0.045
N: -0.53269 0.31434 -0.35984  -0.136
O: 2.59314 0.33353 -0.45864  0.064
O: 2.75334 -0.74674 0.45730  0.063
H: 1.89105 0.92545 1.45315  0.139
H: -2.04939 -0.41483 -1.53313  0.069
H: -2.52818 0.76694 -0.30906  0.067
H: -2.15266 -0.91842 0.18371  0.077

Force components x, y, z for each atom (eV/Å):
C -2.8 -1.0 -0.5
C -1.1 0.6 -0.8
N 6.5 -0.4 2.5
N -1.6 1.0 -1.3
O -0.6 1.7 -1.5
O 0.3 -1.8 1.6
H -0.2 0.0 0.1
H -0.3 -0.2 0.0
H -0.3 -0.1 0.0
H 0.1 0.3 -0.2


Please write out number 5 again, unchanged.
ORCA calculation (ωB97M-V/def2-TZVPD) on C3H4N2O3 in the gas phase in a non-equilibrium geometry.

## Properties
SMILES: [H]/N=C1/OCC(=O)N1O
Energy relative to the best compared isomer or geometry (same formula, charge and spin), eV: 4.286
Orbital gap, eV: 9.97
E_HOMO, Eh: -0.359
LUMO level, hartree: 0.0073
Calculated total energy, Eh: -451.8222

Each line ends with the Löwdin charge.
Geometry (Å):
C: -1.10723 -0.07784 -0.06739  -0.562
C: 0.73407 -1.42826 0.15229  0.005
C: 1.18443 -0.05384 0.09559  -0.375
H: 0.67934 2.25449 -0.32621  0.080
H: -2.47026 1.17990 0.36948  0.156
H: 0.69766 -2.14195 1.06288  0.172
H: 1.40010 -1.81716 -0.81925  0.203
N: -0.02881 0.73710 0.36376  -0.014
N: -2.36980 0.10606 -0.17902  0.143
O: -0.19635 2.02865 -0.08861  0.063
O: -0.72031 -1.30129 -0.28579  0.014
O: 2.19716 0.51417 -0.27774  0.113

Force components x, y, z for each atom (eV/Å):
C -2.7 0.7 0.7
C -0.4 -3.4 -3.0
C -0.5 5.1 0.2
H 1.9 0.9 -0.7
H -0.1 -3.6 -2.4
H 0.7 1.6 -1.5
H -2.0 0.1 2.7
N 0.0 -2.5 -0.5
N 1.0 5.2 2.6
O -0.8 -0.2 0.6
O 3.8 -2.6 0.3
O -1.0 -1.4 0.8